Arrangement P

Computed, not measured: one molecule with the formula C9H19NO2, with wB97M-V/def2-TZVPD.

SMILES: OCCOCC[C@H]1CCCCN1
E_HOMO: -8.344 eV
LUMO level: 0.97 eV
2S+1: 1

Bonds (Å) are listed after each position.
Geometry (Å):
1 O -2.0001 1.8277 0.6732  C5 1.437, C10 1.456
2 O -0.3966 4.5849 0.7186  C4 1.412, H24 0.968
3 N 1.4905 -0.7765 -0.2104  C8 1.446, C11 1.449, H14 1.080
4 C -1.6888 4.2719 1.1924  O2 1.412, C10 1.589, H15 1.119, H16 1.118
5 C -0.9684 0.9578 0.1786  O1 1.437, C12 1.557, H17 1.057, H29 1.126
6 C 2.0155 -2.5909 -1.7948  C9 1.530, C11 1.593, H21 1.097, H27 1.128
7 C -0.3014 -2.1341 -0.9115  C8 1.537, C9 1.479, H20 1.149, H25 1.115
8 C 0.3077 -1.4263 0.3094  N3 1.446, C7 1.537, C12 1.541, H31 1.115
9 C 0.5929 -3.1081 -1.5750  C6 1.530, C7 1.479, H18 1.110, H22 1.167
10 C -1.7506 2.7830 1.7431  O1 1.456, C4 1.589, H13 1.081, H23 1.079
11 C 2.5541 -1.6773 -0.6068  N3 1.449, C6 1.593, H19 1.056, H26 1.069
12 C -0.6884 -0.4011 0.8860  C5 1.557, C8 1.541, H28 1.047, H30 1.094
13 H -2.5064 2.7886 2.5165  C10 1.081
14 H 1.1835 -0.1662 -1.0475  N3 1.080
15 H -2.4905 4.3172 0.4131  C4 1.119
16 H -1.9694 4.8517 2.1067  C4 1.118
17 H -0.1287 1.5993 0.1557  C5 1.057
18 H 0.6384 -4.0339 -0.9647  C9 1.110
19 H 3.3987 -1.2017 -1.0262  C11 1.056
20 H -0.5633 -1.3716 -1.7302  C7 1.149
21 H 2.6991 -3.4073 -2.0578  C6 1.097
22 H 0.2029 -3.6125 -2.5520  C9 1.167
23 H -0.7620 2.5285 2.0926  C10 1.079
24 H 0.2353 4.5498 1.4513  O2 0.968
25 H -1.3045 -2.5741 -0.7024  C7 1.115
26 H 2.8519 -2.0554 0.3475  C11 1.069
27 H 2.1000 -1.9276 -2.7037  C6 1.128
28 H -0.2904 -0.1692 1.8258  C12 1.047
29 H -1.3479 0.7260 -0.8555  C5 1.126
30 H -1.6159 -0.9644 1.0282  C12 1.094
31 H 0.5027 -2.1880 1.1000  C8 1.115


Arrangement Q

Computed, not measured: one molecule with the formula C9H19NO2, with wB97M-V/def2-TZVPD.

SMILES: CCCCCC[C@H](N)CC(=O)O
E_HOMO: -9.357 eV
LUMO level: 0.80 eV
2S+1: 1

Bonds (Å) are listed after each position.
Geometry (Å):
1 O -1.0478 2.2436 3.4491  C4 1.343, H20 0.970
2 O 1.0225 1.4260 3.3729  C4 1.201
3 N -0.3628 -2.4053 2.6539  C9 1.457, H27 1.014, H31 1.016
4 C -0.1626 1.2434 3.3092  O1 1.343, O2 1.201, C5 1.504
5 C -0.8492 -0.0793 3.1069  C4 1.504, C9 1.534, H13 1.090, H17 1.093
6 C 0.0156 0.7720 -1.2407  C7 1.530, C10 1.528, H16 1.092, H26 1.093
7 C 0.1579 0.5825 0.2710  C6 1.530, C12 1.526, H14 1.092, H22 1.092
8 C 1.0465 0.3360 -3.5317  C10 1.529, C11 1.524, H19 1.092, H30 1.093
9 C -0.0324 -1.0477 2.2412  N3 1.457, C5 1.534, C12 1.538, H21 1.096
10 C 1.0296 -0.0367 -2.0488  C6 1.528, C8 1.529, H15 1.093, H23 1.092
11 C -0.2395 -0.0406 -4.2584  C8 1.524, H24 1.088, H28 1.087, H29 1.088
12 C -0.2609 -0.8083 0.7392  C7 1.526, C9 1.538, H18 1.095, H25 1.093
13 H -1.8464 0.0907 2.7004  C5 1.090
14 H -0.4642 1.3283 0.7706  C7 1.092
15 H 2.0250 0.1386 -1.6333  C10 1.093
16 H -0.9987 0.4990 -1.5380  C6 1.092
17 H -0.9563 -0.5336 4.0955  C5 1.093
18 H -1.3203 -0.9650 0.5107  C12 1.095
19 H 1.2182 1.4102 -3.6320  C8 1.092
20 H -0.5870 3.0808 3.6175  O1 0.970
21 H 1.0270 -0.8899 2.4737  C9 1.096
22 H 1.1927 0.7658 0.5672  C7 1.092
23 H 0.8146 -1.1031 -1.9586  C10 1.092
24 H -0.1483 0.1709 -5.3214  C11 1.088
25 H 0.3119 -1.5602 0.1910  C12 1.093
26 H 0.1558 1.8311 -1.4707  C6 1.093
27 H 0.2321 -3.0738 2.1775  N3 1.014
28 H -1.0851 0.5230 -3.8731  C11 1.087
29 H -0.4479 -1.1018 -4.1377  C11 1.088
30 H 1.8844 -0.1775 -4.0096  C8 1.093
31 H -1.3243 -2.6191 2.4067  N3 1.016


Which structure is most stable, and how do the rest compare? From most to least stable: arrangement Q, arrangement P.


Arrangement P

Computed, not measured: an isolated ion of composition C3H8NOS and charge -1, with wB97M-V/def2-TZVPD.

SMILES: [O-]CNCCS
Charge: -1
E_HOMO: -2.690 eV
LUMO level: 3.22 eV
2S+1: 1

Bonds (Å) are listed after each position.
Geometry (Å):
1 S 0.9345 -2.4414 1.5473  C5 1.854, H12 1.336
2 O -1.2902 1.5673 1.2516  C4 1.256
3 N 0.0340 0.8389 -1.0815  C4 1.773, C6 1.557, H7 1.162
4 C -1.1880 1.5327 0.0000  O2 1.256, N3 1.773, H11 1.238, H13 1.129
5 C 0.2779 -0.9004 0.7523  S1 1.854, C6 1.604, H10 1.124, H14 1.113
6 C 0.9177 -0.3538 -0.6131  N3 1.557, C5 1.604, H8 1.152, H9 1.050
7 H 0.8167 1.4008 -1.7309  N3 1.162
8 H 0.9244 -1.0524 -1.5291  C6 1.152
9 H 1.9208 -0.0528 -0.5361  C6 1.050
10 H 0.4033 -0.0770 1.5076  C5 1.124
11 H -2.1598 1.0868 -0.6234  C4 1.238
12 H 0.1184 -3.2748 0.8958  S1 1.336
13 H -0.8950 2.5499 -0.3938  C4 1.129
14 H -0.8146 -0.8239 0.5535  C5 1.113


Arrangement Q

Computed, not measured: a 2-piece molecular cluster, C3H8NOS overall, with wB97M-V/def2-TZVPD.

Charge: -1
E_HOMO (alpha / beta): -1.608 / -1.609 eV
LUMO level (alpha / beta): 3.58 / 3.58 eV
2S+1: 1

Bonds (Å) are listed after each position.
Geometry (Å):
1 S 0.5851 -1.0176 -1.0392  C4 1.754, C5 1.844
2 O -0.8015 2.2184 0.3187  N3 1.286
3 N -0.0349 1.4150 0.9678  O2 1.286, H8 1.056
4 C -0.3689 -0.4747 0.3290  S1 1.754, C6 1.501, H9 1.017
5 C 0.1034 0.2923 -2.2443  S1 1.844, H12 1.045, H13 1.072, H14 1.148
6 C 0.0833 -1.0218 1.6521  C4 1.501, H7 1.029, H10 1.053, H11 1.204
7 H 0.7916 -0.4570 2.1394  C6 1.029
8 H 0.9877 1.2919 0.7351  N3 1.056
9 H -1.3852 -0.4705 0.2938  C4 1.017
10 H -0.6420 -1.1551 2.4044  C6 1.053
11 H 0.5884 -2.1148 1.6616  C6 1.204
12 H -0.7085 0.0699 -2.8629  C5 1.045
13 H 0.9775 0.3119 -2.8643  C5 1.072
14 H -0.1762 1.1121 -1.4912  C5 1.148


Which structure is most stable, and how do the rest compare? From most to least stable: arrangement P, arrangement Q.


Arrangement P

Computed, not measured: an isolated ion of composition C3H8NOS and charge -1, with wB97M-V/def2-TZVPD.

SMILES: [O-]CNCCS
Charge: -1
E_HOMO: -2.494 eV
LUMO level: 3.17 eV
2S+1: 1

Bonds (Å) are listed after each position.
Geometry (Å):
1 S -2.8693 -0.2864 -0.0895  C5 1.837, H8 1.375
2 O 1.6943 -1.6100 -0.1082  C4 1.312
3 N 1.1037 0.5868 0.7114  C4 1.488, C6 1.451, H7 1.011
4 C 1.8116 -0.3102 -0.2411  O2 1.312, N3 1.488, H10 1.140, H11 1.160
5 C -1.0368 -0.3091 -0.2178  S1 1.837, C6 1.525, H9 1.076, H14 1.088
6 C -0.3222 0.8011 0.5460  N3 1.451, C5 1.525, H12 1.104, H13 1.101
7 H 1.3153 0.3742 1.6768  N3 1.011
8 H -3.0013 -0.5744 -1.4270  S1 1.375
9 H -0.7687 -0.2002 -1.2539  C5 1.076
10 H 1.3744 -0.0076 -1.2491  C4 1.140
11 H 2.8910 0.1129 -0.2026  C4 1.160
12 H -0.8048 0.9260 1.5309  C6 1.104
13 H -0.6193 1.7668 0.1084  C6 1.101
14 H -0.7679 -1.2698 0.2158  C5 1.088


Arrangement Q

Computed, not measured: a 3-piece molecular cluster, C3H8NOS overall, with wB97M-V/def2-TZVPD.

Charge: -1
E_HOMO: -3.721 eV
LUMO level: 1.37 eV
2S+1: 1

Bonds (Å) are listed after each position.
Geometry (Å):
1 S -3.3620 -0.6508 -0.0182  no bonds
2 O 3.4281 0.6562 -0.1207  C6 1.320
3 N 1.3037 0.3504 0.8100  C4 1.406, C6 1.536, H12 1.014
4 C -0.0406 -0.0276 0.6454  N3 1.406, C5 1.365, H10 1.081
5 C -0.8085 0.6076 -0.2872  C4 1.365, H8 1.128, H9 1.076
6 C 2.2459 0.1306 -0.3837  O2 1.320, N3 1.536, H11 1.114, H13 1.126
7 H 3.8360 -1.1378 -2.0652  H14 0.741
8 H -1.8822 0.5903 0.0570  C5 1.128
9 H -0.7359 0.4958 -1.3549  C5 1.076
10 H -0.3455 -0.9266 1.1633  C4 1.081
11 H 1.6674 0.5335 -1.2465  C6 1.114
12 H 1.6023 -0.0374 1.6983  N3 1.014
13 H 2.2360 -0.9930 -0.4639  C6 1.126
14 H 4.0208 -0.5011 -2.3961  H7 0.741


Which structure is most stable, and how do the rest compare? From most to least stable: arrangement P, arrangement Q.


Arrangement P

Computed, not measured: a 2-piece molecular cluster, C3H10OSi2 overall, with wB97M-V/def2-TZVPD.

SMILES: C/C=[SiH]/C.O=[SiH2]
E_HOMO (alpha / beta): -7.630 / -7.631 eV
LUMO level (alpha / beta): -0.52 / -0.52 eV
2S+1: 1

Bonds (Å) are listed after each position.
Geometry (Å):
1 Si 0.9277 -0.5204 0.3360  C4 1.850, C6 1.895, H9 1.463
2 Si -2.6207 0.8360 1.3743  O3 1.532, H7 1.458, H15 1.524
3 O -2.8394 -0.4643 2.1547  Si2 1.532
4 C 0.7640 -0.3952 -1.5023  Si1 1.850, C5 1.498, H10 1.136
5 C -0.5864 -0.3332 -2.1466  C4 1.498, H8 1.095, H13 1.112, H16 1.035
6 C 2.4891 -0.0368 1.2944  Si1 1.895, H11 1.129, H12 1.135, H14 1.175
7 H -3.2104 2.0617 1.8981  Si2 1.458
8 H -1.3377 -0.7300 -1.4551  C5 1.095
9 H -0.2969 -0.6939 1.1166  Si1 1.463
10 H 1.6144 -0.4787 -2.2508  C4 1.136
11 H 2.1514 0.7154 2.0657  C6 1.129
12 H 3.2904 0.3105 0.5697  C6 1.135
13 H -0.6843 -0.8925 -3.1023  C5 1.112
14 H 3.0426 -0.9213 1.8346  C6 1.175
15 H -1.8101 0.8951 0.0856  Si2 1.524
16 H -0.8936 0.6476 -2.2726  C5 1.035


Arrangement Q

Computed, not measured: a 2-piece molecular cluster, C3H10OSi2 overall, with wB97M-V/def2-TZVPD.

E_HOMO: -7.288 eV
LUMO level: -0.07 eV
2S+1: 1

Bonds (Å) are listed after each position.
Geometry (Å):
1 Si -3.0630 0.0628 -0.0692  H12 1.459, H14 1.460, H15 1.460
2 Si 0.3445 -0.6229 -0.1252  O3 1.641, C5 1.890, C6 1.874
3 O 0.5743 -2.0082 -0.9740  Si2 1.641, H8 0.953
4 C 1.5715 1.9269 -0.4789  C6 1.326, H7 1.079, H11 1.078
5 C 1.0686 -0.9864 1.5825  Si2 1.890, H9 1.084, H10 1.090, H13 1.086
6 C 1.0752 0.8361 -1.0463  Si2 1.874, C4 1.326, H16 1.086
7 H 1.9370 2.7682 -1.0477  C4 1.079
8 H 0.6822 -2.0136 -1.9204  O3 0.953
9 H 0.8447 -0.1869 2.2799  C5 1.084
10 H 2.1513 -1.1002 1.5336  C5 1.090
11 H 1.6471 2.0197 0.5927  C4 1.078
12 H -3.5153 0.1871 -1.4505  Si1 1.459
13 H 0.6564 -1.9080 1.9834  C5 1.086
14 H -3.6726 -1.0821 0.6004  Si1 1.460
15 H -3.3146 1.2967 0.6697  Si1 1.460
16 H 1.0125 0.8109 -2.1299  C6 1.086


Which structure is most stable, and how do the rest compare? From most to least stable: arrangement Q, arrangement P.


Arrangement P

Computed, not measured: an isolated ion of composition C3H4NOS and charge +1, with wB97M-V/def2-TZVPD.

Charge: +1
E_HOMO (alpha / beta): -14.750 / -14.749 eV
LUMO level (alpha / beta): -6.13 / -6.13 eV
2S+1: 1

Bonds (Å) are listed after each position.
Geometry (Å):
1 S -2.3657 -1.0336 -1.4251  O2 1.448, C5 1.657
2 O -3.3340 -0.6358 -0.4248  S1 1.448
3 N 0.0024 -0.2305 -0.0513  C4 1.427, C5 1.230, C6 1.394
4 C 1.1167 -0.1836 0.8394  N3 1.427, C6 1.480, H7 1.190, H8 1.047
5 C -0.9461 -0.7796 -0.6097  S1 1.657, N3 1.230
6 C 0.8145 0.9001 -0.1227  N3 1.394, C4 1.480, H9 1.049, H10 1.055
7 H 0.7922 -0.2685 1.9815  C4 1.190
8 H 2.0322 -0.6484 0.6366  C4 1.047
9 H 1.5528 1.0519 -0.8526  C6 1.049
10 H 0.3350 1.8281 0.0287  C6 1.055


Arrangement Q

Computed, not measured: a 2-piece molecular cluster, C3H4NOS overall, with wB97M-V/def2-TZVPD.

Charge: +1
E_HOMO (alpha / beta): -13.921 / -13.922 eV
LUMO level (alpha / beta): -7.42 / -7.41 eV
2S+1: 1

Bonds (Å) are listed after each position.
Geometry (Å):
1 S -0.6699 1.3790 0.2441  N3 1.472, C4 1.854
2 O 0.5601 -1.1966 0.7007  C6 1.185
3 N -1.2754 0.0609 -0.0094  S1 1.472
4 C 1.0514 0.9347 -0.2812  S1 1.854, C6 1.521, H8 1.089, H10 1.097
5 C -3.1777 -0.9906 -0.3603  H9 1.107
6 C 1.3708 -0.4453 0.2725  O2 1.185, C4 1.521, H7 1.110
7 H 2.4514 -0.6896 0.2125  C6 1.110
8 H 1.7699 1.6934 0.0258  C4 1.089
9 H -3.1514 -1.5906 0.5695  C5 1.107
10 H 1.0707 0.8448 -1.3743  C4 1.097


Which structure is most stable, and how do the rest compare? From most to least stable: arrangement P, arrangement Q.


Arrangement P

Computed, not measured: one molecule with the formula C6H12N2, with wB97M-V/def2-TZVPD.

SMILES: CN1C[C@H]2[C@H](C1)N2C
E_HOMO: -7.860 eV
LUMO level: 1.08 eV
2S+1: 1

Bonds (Å) are listed after each position.
Geometry (Å):
1 N 1.8595 0.4820 -0.5059  C5 1.416, C6 1.483, C8 1.379
2 N -1.4087 -0.0554 -0.5930  C3 1.442, C4 1.583, C7 1.455
3 C -2.4726 -0.2146 0.3672  N2 1.442, H11 1.065, H14 1.107, H18 1.132
4 C -0.7138 1.3336 -0.2887  N2 1.583, C5 1.495, H9 1.117, H17 1.106
5 C 0.6414 0.8495 0.1166  N1 1.416, C4 1.495, C8 1.669, H15 1.108
6 C 2.7323 -0.2726 0.4263  N1 1.483, H13 1.089, H16 1.079, H20 1.111
7 C -0.3245 -1.0172 -0.4625  N2 1.455, C8 1.563, H12 1.165, H19 1.088
8 C 0.8642 -0.2463 -1.1230  N1 1.379, C5 1.669, C7 1.563, H10 1.093
9 H -1.2652 1.9655 0.4493  C4 1.117
10 H 0.4948 0.1140 -2.0863  C8 1.093
11 H -3.0167 -1.1279 0.2971  C3 1.065
12 H -0.1370 -1.2587 0.6619  C7 1.165
13 H 3.7437 0.1297 0.4335  C6 1.089
14 H -2.0583 -0.1583 1.3923  C3 1.107
15 H 0.6355 0.4633 1.1550  C5 1.108
16 H 2.8100 -1.3307 0.2317  C6 1.079
17 H -0.6577 1.9217 -1.2242  C4 1.106
18 H -3.3741 0.4630 0.2732  C3 1.132
19 H -0.6272 -1.9445 -0.9438  C7 1.088
20 H 2.2742 -0.0961 1.4234  C6 1.111


Arrangement Q

Computed, not measured: a 2-piece molecular cluster, C6H12N2 overall, with wB97M-V/def2-TZVPD.

SMILES: [H]/N=C(\C)CC.CC#N
E_HOMO: -9.790 eV
LUMO level: 0.97 eV
2S+1: 1

Bonds (Å) are listed after each position.
Geometry (Å):
1 N -2.6066 0.0279 -1.7655  C5 1.144
2 N -0.4220 0.9248 0.9225  C7 1.261, H20 1.020
3 C 2.7364 -0.3055 0.5031  C8 1.529, H10 1.087, H18 1.087, H19 1.088
4 C -2.9351 -0.9274 0.6056  C5 1.434, H11 1.089, H12 1.089, H14 1.092
5 C -2.7579 -0.4007 -0.7160  N1 1.144, C4 1.434
6 C 0.6692 1.2074 -1.2580  C7 1.502, H9 1.090, H15 1.086, H17 1.089
7 C 0.4220 0.5431 0.0667  N2 1.261, C6 1.502, C8 1.501
8 C 1.2546 -0.6634 0.3908  C3 1.529, C7 1.501, H13 1.093, H16 1.091
9 H 1.2524 2.1161 -1.1075  C6 1.090
10 H 3.1160 0.0910 -0.4354  C3 1.087
11 H -3.9082 -0.6284 0.9924  C4 1.089
12 H -2.8704 -2.0140 0.5793  C4 1.089
13 H 1.1163 -1.4070 -0.3982  C8 1.093
14 H -2.1439 -0.5249 1.2417  C4 1.092
15 H 1.2074 0.5544 -1.9389  C6 1.086
16 H 0.9062 -1.0836 1.3350  C8 1.091
17 H -0.2814 1.4856 -1.7111  C6 1.089
18 H 3.3149 -1.1892 0.7615  C3 1.087
19 H 2.8830 0.4418 1.2795  C3 1.088
20 H -0.9531 1.7522 0.6524  N2 1.020


Which structure is most stable, and how do the rest compare? From most to least stable: arrangement Q, arrangement P.